A molecular structure, C27H34N9PdS2. Source: OMol25; level of theory: ωB97M-V with the def2-TZVPD basis set.

```
73
C27H34N9PdS2, DFT ωB97M-V with the def2-TZVPD basis set
Pd -0.02 0.11 -1.46
C 3.10 5.20 -1.74
C 3.59 4.04 -0.89
N 3.45 2.76 -1.57
C 2.21 2.10 -1.49
S 2.26 0.36 -1.75
N 1.15 2.77 -1.24
N 0.02 2.01 -1.03
C -1.21 2.67 -1.23
C -1.22 4.17 -1.21
C -2.30 1.86 -1.33
C -3.69 2.25 -1.20
C -4.67 1.33 -1.13
C -4.35 -0.08 -1.18
C -3.04 -0.41 -1.35
N -2.03 0.47 -1.47
H 3.23 6.15 -1.21
H 2.04 5.07 -1.97
H 3.66 5.25 -2.68
H 3.03 4.03 0.05
H 4.65 4.18 -0.66
H 4.20 2.12 -1.39
H -0.76 4.58 -2.11
H -0.65 4.56 -0.37
H -2.24 4.54 -1.16
H -3.94 3.31 -1.13
H -5.70 1.64 -1.02
H -5.11 -0.84 -1.14
H -2.73 -1.45 -1.42
N -0.16 -2.03 -1.71
S 0.26 -2.71 -0.33
C 2.05 -2.75 -0.17
C 2.63 -2.31 1.01
C 4.01 -2.29 1.11
C 4.79 -2.69 0.03
C 4.20 -3.12 -1.15
C 2.82 -3.15 -1.25
C 0.01 -4.48 -0.52
C 0.49 -5.34 0.46
C 0.25 -6.70 0.35
C -0.47 -7.19 -0.74
C -0.95 -6.32 -1.70
C -0.72 -4.96 -1.59
H 0.43 -2.35 -2.47
H 2.01 -1.98 1.84
H 4.47 -1.95 2.02
H 5.87 -2.65 0.11
H 4.81 -3.41 -1.99
H 2.35 -3.49 -2.17
H 1.06 -4.95 1.30
H 0.63 -7.38 1.10
H -0.65 -8.26 -0.82
H -1.52 -6.70 -2.54
H -1.11 -4.25 -2.32
C -2.93 2.65 3.62
C -2.30 2.42 2.25
C -0.88 2.98 2.19
C -2.35 0.95 1.84
N -1.38 0.13 2.55
C -0.11 -0.10 2.21
N 0.44 -0.87 3.13
N -0.54 -1.10 4.04
N -1.62 -0.50 3.71
H -2.91 3.71 3.89
H -2.39 2.10 4.40
H -3.97 2.31 3.64
H -2.90 2.94 1.49
H -0.28 2.58 3.02
H -0.89 4.06 2.29
H -0.39 2.72 1.25
H -2.10 0.86 0.79
H -3.33 0.51 2.00
H 0.34 0.29 1.31
```

The multiplicity is 1. As for the charge: -1. For the energy above the lowest of the compared OMol25 structures with the same formula, charge and spin, the calculation gives 4.9 kcal/mol. The frontier orbital gap is 4.266 eV.

5 unconnected molecules or ions with the total composition C27H35BF32O8P. Source: OMol25; level of theory: ωB97M-V with the def2-TZVPD basis set.

```
104
C27H35BF32O8P, DFT ωB97M-V with the def2-TZVPD basis set
C 1.07 4.02 2.00
C 1.60 2.67 1.53
C 2.00 1.83 2.75
C 0.68 1.87 0.57
C -0.82 2.17 0.45
C -1.54 0.88 0.03
C -1.18 3.22 -0.59
O -0.93 4.63 -0.20
P -1.71 5.50 0.80
O -2.97 4.77 1.32
B -3.49 4.60 2.67
O -2.59 4.59 3.69
O -4.83 4.57 2.77
H 1.04 4.76 1.21
H 0.06 3.92 2.43
H 1.71 4.41 2.80
H 2.52 2.89 0.97
H 2.93 2.20 3.18
H 2.14 0.78 2.50
H 1.24 1.88 3.54
H 0.75 0.83 0.88
H 1.10 1.89 -0.45
H -1.22 2.46 1.43
H -1.56 0.18 0.86
H -1.01 0.40 -0.80
H -2.56 1.06 -0.30
H -2.23 3.16 -0.88
H -0.56 3.12 -1.48
H -2.14 6.65 0.14
H -0.89 5.87 1.86
H -1.87 3.95 3.69
H -5.13 3.70 3.07
C -7.22 -0.32 2.60
C -8.30 -0.77 1.60
C -7.83 -1.65 0.44
F -6.95 -0.93 -0.30
F -8.87 -1.97 -0.34
F -8.98 0.29 1.12
F -9.16 -1.54 2.32
O -6.68 0.98 2.36
C -5.61 1.19 1.58
C -5.90 2.21 0.46
F -6.85 1.75 -0.35
F -4.76 2.39 -0.26
F -5.05 0.08 1.11
F -4.62 1.80 2.36
H -7.73 -0.24 3.55
H -6.44 -1.07 2.69
H -7.35 -2.56 0.80
H -6.20 3.17 0.89
C -6.14 -2.18 -3.96
C -5.30 -2.91 -2.90
C -4.11 -2.15 -2.30
F -3.18 -1.87 -3.23
F -3.53 -2.92 -1.35
F -4.91 -4.11 -3.33
F -6.13 -3.07 -1.82
O -5.85 -2.50 -5.30
C -4.96 -1.79 -6.05
C -3.83 -2.69 -6.59
F -3.17 -3.27 -5.56
F -2.96 -1.91 -7.27
F -4.46 -0.74 -5.38
F -5.61 -1.31 -7.13
H -7.15 -2.54 -3.79
H -6.13 -1.11 -3.78
H -4.45 -1.22 -1.84
H -4.24 -3.45 -7.24
C 4.70 -0.57 -2.96
C 4.19 0.87 -2.93
C 4.94 1.89 -2.05
F 4.88 1.52 -0.75
F 4.33 3.09 -2.17
F 2.87 0.91 -2.63
F 4.35 1.35 -4.20
O 4.01 -1.49 -2.13
C 4.37 -1.77 -0.86
C 3.24 -1.42 0.13
F 2.96 -0.10 0.02
F 3.66 -1.65 1.39
F 5.51 -1.16 -0.49
F 4.57 -3.10 -0.75
H 4.50 -0.91 -3.97
H 5.78 -0.61 -2.80
H 5.98 1.98 -2.35
H 2.35 -2.02 -0.08
C 7.37 -2.60 1.86
C 7.13 -4.07 2.21
C 7.30 -4.50 3.68
F 8.57 -4.30 4.08
F 7.02 -5.81 3.78
F 7.86 -4.87 1.42
F 5.81 -4.30 1.94
O 8.63 -2.26 1.32
C 9.69 -1.88 2.10
C 10.90 -2.81 1.91
F 10.58 -4.07 2.24
F 11.89 -2.39 2.74
F 9.35 -1.77 3.39
F 10.08 -0.65 1.67
H 6.67 -2.40 1.05
H 7.10 -1.95 2.70
H 6.62 -3.93 4.32
H 11.25 -2.77 0.88
```

The multiplicity is 1. As for the charge: +1. The frontier orbital gap is 9.908 eV.

A molecular structure, C27H35BF4N4NiP2 in a non-equilibrium geometry. Source: OMol25; level of theory: ωB97M-V with the def2-TZVPD basis set.

```
74
C27H35BF4N4NiP2, DFT ωB97M-V with the def2-TZVPD basis set
Ni -0.11 1.05 0.96
C -1.85 1.64 -3.75
C -2.05 0.32 -3.64
C -1.14 -0.71 -4.21
C 0.37 -0.39 -4.31
C 1.01 0.37 -3.19
C 0.85 1.67 -2.88
C 0.49 2.60 -3.99
C -0.86 2.30 -4.66
C 0.55 0.93 2.79
H -2.51 2.35 -3.25
H -3.06 -0.05 -3.41
H -1.49 -0.94 -5.24
H -1.26 -1.63 -3.62
H 0.86 -1.38 -4.35
H 0.56 0.11 -5.27
H 1.89 -0.17 -2.80
H 1.20 2.12 -1.95
H 1.26 2.50 -4.78
H 0.49 3.63 -3.64
H -1.29 3.28 -4.94
H -0.71 1.70 -5.57
H -0.32 1.15 3.43
H 1.35 1.66 2.98
H 0.86 -0.07 3.13
P 1.67 -0.20 0.77
P -1.27 -0.81 1.01
N 2.94 0.83 0.17
N 2.69 -1.43 1.51
N -2.39 0.49 0.26
N -2.51 -1.67 1.70
C 0.90 -1.14 -0.59
C -0.53 -1.69 -0.38
C 3.00 2.18 0.54
C 4.06 2.77 -0.12
C 4.68 1.77 -0.93
C 3.99 0.58 -0.72
C 3.44 -1.20 2.67
C 4.17 -2.35 2.96
C 3.87 -3.32 1.96
C 2.96 -2.74 1.09
C -2.16 1.84 0.73
C -2.97 2.68 -0.04
C -3.58 1.90 -1.05
C -3.22 0.56 -0.82
C -3.64 -2.21 1.09
C -4.43 -2.78 2.08
C -3.77 -2.55 3.35
C -2.60 -1.85 3.09
H 1.58 -1.90 -0.99
H 0.76 -0.36 -1.34
H -1.17 -1.47 -1.26
H -0.55 -2.76 -0.13
H 2.30 2.59 1.26
H 4.35 3.81 -0.04
H 5.54 1.91 -1.57
H 4.17 -0.41 -1.13
H 3.33 -0.28 3.22
H 4.83 -2.48 3.82
H 4.26 -4.33 1.91
H 2.46 -3.15 0.23
H -1.78 2.01 1.75
H -3.15 3.73 0.17
H -4.21 2.25 -1.86
H -3.50 -0.33 -1.37
H -3.74 -2.20 0.01
H -5.37 -3.30 1.94
H -4.09 -2.86 4.32
H -1.83 -1.45 3.73
F -0.96 -0.30 5.22
B -0.92 -0.55 6.65
F -1.57 -1.78 6.92
F 0.45 -0.62 7.04
F -1.58 0.52 7.31
```

As for the expectation value of S²: 2.0157. The multiplicity is 3. The frontier orbital gap (spin up / spin down) is 6.831 / 7.165 eV.

A molecular structure, C27H35BrN3NaO6 in a non-equilibrium geometry. Source: OMol25; level of theory: ωB97M-V with the def2-TZVPD basis set.

```
73
C27H35BrN3NaO6, DFT ωB97M-V with the def2-TZVPD basis set
Na -1.12 1.51 0.28
O 0.32 3.69 -1.84
C -0.90 3.33 -2.42
C -2.10 4.08 -1.81
N -2.55 3.46 -0.58
C -3.76 2.69 -0.72
C -3.96 1.83 0.57
O -5.00 2.00 1.23
O -3.02 1.06 0.84
C -2.62 4.39 0.52
C -1.19 4.84 0.97
O -1.08 5.95 1.49
O -0.29 4.00 0.75
H 0.17 3.73 -0.87
H -1.08 2.25 -2.32
H -0.82 3.57 -3.49
H -2.92 4.12 -2.56
H -1.77 5.11 -1.61
H -3.66 2.01 -1.57
H -4.65 3.34 -0.89
H -3.07 3.90 1.38
H -3.24 5.28 0.28
C 3.16 -5.39 -1.93
C 3.10 -4.53 -0.66
C 2.55 -5.39 0.48
C 4.53 -4.08 -0.32
C 2.20 -3.31 -0.82
C 2.05 -2.42 0.23
C 1.23 -1.33 0.10
Br 1.10 -0.10 1.57
C 0.45 -1.00 -1.05
O -0.29 0.02 -1.05
C 0.63 -1.94 -2.13
C 1.48 -3.02 -1.97
C -0.04 -1.81 -3.49
C -0.95 -0.59 -3.62
C -0.91 -3.06 -3.75
C 1.03 -1.70 -4.59
H 3.82 -6.24 -1.76
H 3.54 -4.82 -2.77
H 2.17 -5.77 -2.18
H 3.19 -6.26 0.66
H 1.55 -5.75 0.23
H 2.49 -4.82 1.40
H 5.18 -4.94 -0.19
H 4.54 -3.49 0.59
H 4.92 -3.46 -1.12
H 2.59 -2.54 1.16
H 1.59 -3.69 -2.82
H -1.74 -0.62 -2.87
H -1.39 -0.56 -4.62
H -0.38 0.32 -3.46
H -1.67 -3.14 -2.98
H -0.32 -3.98 -3.74
H -1.40 -3.00 -4.73
H 1.66 -0.83 -4.39
H 0.57 -1.58 -5.57
H 1.68 -2.58 -4.62
N -2.34 2.07 4.93
C -2.19 2.08 3.57
N -0.95 2.11 3.20
C -0.21 2.12 4.35
C 1.16 2.15 4.53
C 1.63 2.11 5.83
C 0.77 2.06 6.93
C -0.60 2.05 6.77
C -1.08 2.08 5.47
H -3.21 2.03 5.43
H -3.02 2.04 2.90
H 1.82 2.19 3.68
H 2.70 2.12 6.01
H 1.18 2.03 7.93
H -1.27 2.00 7.62
```

The multiplicity is 1. As for the charge: -2. For the energy above the lowest of the compared OMol25 structures with the same formula, charge and spin, the calculation gives 21.3 kcal/mol. The frontier orbital gap is 5.934 eV.

A molecular structure, C27H35BrN3V in a non-equilibrium geometry. Source: OMol25; level of theory: ωB97M-V with the def2-TZVPD basis set.

```
67
C27H35BrN3V, DFT ωB97M-V with the def2-TZVPD basis set
V 0.65 -0.03 -0.56
C -4.41 1.17 -2.34
C -2.95 0.97 -2.59
C -2.39 1.16 -3.86
C -1.03 1.02 -4.07
C -0.26 0.67 -2.99
Br 1.63 0.39 -3.05
N -0.76 0.47 -1.77
C -2.09 0.62 -1.57
H -5.00 0.97 -3.24
H -4.60 2.21 -2.06
H -4.78 0.54 -1.53
H -3.03 1.43 -4.69
H -0.58 1.18 -5.04
H -2.44 0.46 -0.56
C -1.39 -2.67 -2.00
C 0.01 -2.68 -1.39
C 1.03 -3.35 -2.30
C -0.05 -3.25 0.01
C -0.29 -4.60 0.21
C -0.43 -5.10 1.50
C -0.43 -4.23 2.58
C -0.21 -2.86 2.43
C -0.37 -1.98 3.66
C -1.08 -0.65 3.39
C 0.94 -1.77 4.45
C 0.06 -2.40 1.13
N 0.56 -1.09 0.88
C 1.72 -0.69 1.44
C 2.13 0.61 1.23
C 3.20 1.38 1.79
C 2.97 2.67 1.41
C 1.81 2.69 0.55
N 1.31 1.46 0.46
C 1.28 3.92 -0.14
C -0.23 3.81 -0.37
C 2.02 4.06 -1.48
C 1.58 5.16 0.72
H -1.40 -2.18 -2.98
H -2.10 -2.18 -1.35
H -1.72 -3.70 -2.14
H 0.34 -1.60 -1.31
H 0.76 -4.39 -2.46
H 2.03 -3.33 -1.85
H 1.07 -2.86 -3.27
H -0.36 -5.27 -0.63
H -0.59 -6.15 1.66
H -0.62 -4.62 3.57
H -1.03 -2.55 4.31
H -0.44 0.07 2.87
H -1.37 -0.19 4.34
H -1.98 -0.81 2.80
H 1.53 -0.95 4.05
H 1.54 -2.68 4.45
H 0.71 -1.53 5.49
H 2.31 -1.39 2.02
H 3.96 1.01 2.45
H 3.55 3.53 1.69
H -0.48 2.90 -0.91
H -0.57 4.66 -0.95
H -0.76 3.80 0.59
H 1.73 3.28 -2.18
H 3.10 4.02 -1.35
H 1.77 5.03 -1.92
H 1.20 5.04 1.74
H 1.08 6.01 0.27
H 2.64 5.37 0.76
```

As for the expectation value of S²: 2.0600. The multiplicity is 3. As for the charge: +2. The frontier orbital gap (spin up / spin down) is 6.490 / 7.017 eV.

A molecular structure, C27H35CeClN2O5S in a non-equilibrium geometry. Source: OMol25; level of theory: ωB97M-V with the def2-TZVPD basis set.

```
72
C27H35CeClN2O5S, DFT ωB97M-V with the def2-TZVPD basis set
Ce -0.29 -0.08 -0.09
Cl -1.21 -0.04 2.41
N -0.95 2.28 -0.19
N -1.01 -2.42 -0.17
C -1.34 3.01 -1.22
C -1.40 -3.15 -1.19
C 0.00 3.05 0.63
C 0.45 4.14 -0.34
C 1.19 2.28 1.11
C -0.74 3.46 1.87
H 1.69 1.93 0.21
H 0.92 1.42 1.76
H 1.94 2.88 1.64
H -1.63 4.00 1.53
H -0.10 4.06 2.53
H -1.04 2.52 2.37
C -0.10 -3.21 0.69
C 0.34 -4.32 -0.25
C -0.88 -3.57 1.91
C 1.10 -2.46 1.18
H 1.62 -2.12 0.29
H 1.84 -3.08 1.72
H 0.83 -1.59 1.83
H -1.78 -4.10 1.56
H -1.17 -2.62 2.40
H -0.27 -4.18 2.60
O -0.71 -4.27 -1.35
H 0.41 -5.34 0.18
H 1.29 -4.08 -0.77
O -0.63 4.11 -1.41
H 1.38 3.86 -0.88
H 0.56 5.16 0.07
C -2.43 2.51 -2.12
C -2.45 -2.64 -2.14
C -2.34 -1.27 -2.82
H -3.35 -2.57 -1.51
H -2.60 -3.48 -2.83
C -2.39 -0.06 -1.98
C -2.33 1.14 -2.82
H -2.48 -0.06 -0.82
C -2.46 1.14 -4.26
C -2.53 -0.06 -5.01
C -2.67 2.44 -5.05
C -2.46 -1.25 -4.26
H -2.72 -0.05 -6.12
C -2.68 -2.55 -5.06
H -2.77 -2.35 -6.15
H -3.62 -3.06 -4.76
H -1.86 -3.27 -4.92
H -3.61 2.94 -4.74
H -2.75 2.24 -6.14
H -1.85 3.16 -4.89
H -2.61 3.35 -2.80
H -3.30 2.42 -1.45
C 2.79 0.56 6.26
C 3.11 0.38 4.78
C 3.12 -0.88 4.17
C 3.28 -1.08 2.81
C 3.34 0.05 1.99
C 3.58 1.29 2.57
C 3.42 1.44 3.93
S 3.43 -0.11 0.24
O 4.03 1.10 -0.26
O 3.95 -1.41 -0.04
O 1.91 -0.10 -0.06
H 1.79 0.18 6.52
H 3.47 0.01 6.93
H 2.83 1.61 6.57
H 2.98 -1.71 4.85
H 3.44 -2.07 2.41
H 3.94 2.10 1.96
H 3.52 2.41 4.39
```

As for the expectation value of S²: 0.9254. The multiplicity is 2. As for the charge: -1. For the energy above the lowest of the compared OMol25 structures with the same formula, charge and spin, the calculation gives 2.8 kcal/mol. The frontier orbital gap (spin up / spin down) is 3.070 / 2.555 eV.